1.
Molecular formula: C36H46N2O3PtSi
Method: DFT, ωB97M-V/def2-TZVPD

Its orbital gap is 4.549 eV. For the LUMO energy, the calculation gives -0.040 Eh. Its charge is 0. Its total energy is -58325.8593 eV.

Atoms and positions in Å:
1 Pt -0.25705 0.70588 -0.17436
2 Si 1.12299 -4.52295 0.88825
3 O 0.40512 1.51225 -1.85681
4 O 0.96096 -0.76289 -1.13404
5 O 1.72160 1.58981 -3.62985
6 N -1.10007 2.42739 0.28578
7 N -1.18161 0.19094 1.58178
8 C -4.35805 -1.57209 5.05775
9 C -2.57732 1.02906 3.32012
10 C 2.93692 -4.58573 1.40021
11 C 4.93023 -2.10432 -1.33258
12 C 0.51004 -2.56040 -3.14480
13 C -2.58100 -0.19994 3.98397
14 C -1.17016 -0.98989 2.20071
15 C -2.40872 4.78062 0.98111
16 C 0.90969 -5.54981 -0.68308
17 C 1.28031 0.98982 -2.67890
18 C 4.13176 0.24367 -2.57602
19 C -4.65024 5.74720 1.46086
20 C 3.16905 -0.65545 -2.13302
21 C -2.63742 6.47611 2.78538
22 C 1.66404 -0.45439 -2.34463
23 C 1.20341 -1.39833 -3.46486
24 C -3.14468 6.04527 1.40107
25 C 0.67080 -2.81158 0.58866
26 C -3.33973 -0.44331 5.27806
27 C -2.51206 3.62325 1.75350
28 C -1.61915 4.69974 -0.15564
29 C 0.40136 -3.16324 -5.47299
30 C 1.09496 -2.00299 -5.79363
31 C 0.07755 -5.31771 2.25248
32 C 5.88872 -1.20688 -1.78490
33 C 3.58429 -1.83323 -1.51007
34 C 0.11657 -3.44059 -4.14544
35 C -1.88442 1.19588 2.14401
36 C -2.34402 -0.85015 6.37483
37 C -1.84734 -1.21017 3.38837
38 C -0.98571 3.51349 -0.48015
39 C 5.48344 -0.03521 -2.40350
40 C -2.91421 7.19397 0.41862
41 C -1.85379 2.47010 1.39755
42 C -4.09540 0.79958 5.75140
43 C 1.50705 -1.13187 -4.79740
44 H -0.57348 -1.79186 1.70486
45 H 3.26260 -5.59213 1.68397
46 H 1.68266 -5.27590 -1.40727
47 H -5.19787 6.65368 1.72245
48 H 6.94186 -1.42774 -1.66615
49 H -1.63706 -0.04163 6.57221
50 H 0.26533 -6.39099 2.37613
51 H 6.21881 0.67608 -2.75803
52 H -0.07028 -2.54746 -0.16034
53 H 1.31549 -1.76759 -6.82750
54 H -1.77335 -1.73652 6.09564
55 H -0.41912 -4.34335 -3.87946
56 H -0.98622 -5.18997 2.02916
57 H 5.22950 -3.02356 -0.84466
58 H -5.01013 5.39512 0.49223
59 H -0.37494 3.40687 -1.36574
60 H -5.09873 -1.28203 4.30961
61 H -3.46027 8.07366 0.75980
62 H 0.09293 -3.84755 -6.25340
63 H -4.84097 1.12128 5.02030
64 H -3.11883 3.61775 2.64777
65 H 0.26867 -2.78757 -2.11425
66 H 1.34527 -1.54161 -0.62689
67 H -4.88371 4.98287 2.20391
68 H -1.78411 -2.19692 3.82931
69 H -3.12199 1.87208 3.71841
70 H -2.88194 -1.06849 7.29874
71 H 0.28308 -4.83167 3.21168
72 H -4.61877 0.56891 6.67965
73 H -3.27349 6.94499 -0.58217
74 H 3.12856 -3.92265 2.24893
75 H -1.55976 6.64898 2.76218
76 H -4.87948 -1.78567 5.99221
77 H -0.06653 -5.36322 -1.14231
78 H 2.86006 -2.56998 -1.17121
79 H -1.48047 5.54609 -0.81096
80 H 3.83128 1.15592 -3.07027
81 H -3.87856 -2.49074 4.71839
82 H -2.83979 5.71906 3.54499
83 H 3.56541 -4.25691 0.56789
84 H -3.41683 1.63231 5.95142
85 H 0.99039 -6.62762 -0.50350
86 H 2.04630 -0.23006 -5.05345
87 H -1.85739 7.46151 0.35402
88 H 1.34120 -2.00564 0.90242
89 H -3.12768 7.40226 3.08868


2.
Molecular formula: C14H8F5N3PdS3
Method: DFT, ωB97M-V/def2-TZVPD

Its orbital gap is 5.711 eV. For the LUMO energy, the calculation gives -0.071 Eh. Its charge is 0. The relative energy (zero: lowest compared OMol25 entry of this formula, charge and spin) is 74.6 kJ/mol. Its total energy is -68689.6884 eV.

Atoms and positions in Å:
1 Pd -0.45229 0.15252 0.68388
2 S -1.61898 1.71669 -0.53464
3 S 4.11655 0.16581 1.70734
4 S 1.39106 1.37119 1.33310
5 F -1.67550 3.94690 -2.42844
6 F 2.22788 2.90866 -4.84733
7 F 2.49896 0.60333 -3.38344
8 F 0.72481 -0.02758 -1.46043
9 F 0.07698 4.52977 -4.38985
10 N 0.60430 -1.36138 1.33453
11 N -1.94496 -1.22840 0.79109
12 N 1.88855 -1.25775 1.56487
13 C -0.07513 -2.49432 1.47881
14 C -0.63473 3.13726 -2.62929
15 C -3.24329 -1.09576 0.53025
16 C 1.49616 1.44598 -3.13415
17 C -4.12366 -2.15460 0.59037
18 C 0.58701 1.16035 -2.12848
19 C -2.30713 -3.56956 1.23925
20 C 4.13192 0.94775 3.35567
21 C -1.44005 -2.45262 1.16237
22 C 1.35064 2.60780 -3.88821
23 C 2.38775 -0.06662 1.53099
24 C 0.26039 3.44118 -3.64176
25 C -0.48489 2.00610 -1.80848
26 C -3.63593 -3.42272 0.95055
27 H -3.58882 -0.10229 0.26456
28 H -1.89904 -4.51778 1.54734
29 H 3.65073 1.91888 3.30592
30 H 3.61359 0.29295 4.04894
31 H -4.31090 -4.26210 1.00961
32 H 5.17162 1.05246 3.64463
33 H 0.42081 -3.38841 1.83666
34 H -5.16444 -2.00370 0.36378


- What is the LUMO in the second record?
  -0.071 Eh